This record from the Open Molecules 2025 dataset describes 2 unconnected molecules or ions with the total composition C4H8NO2. The level of theory is ωB97M-V/def2-TZVPD.

Values from the calculation:
LUMO (spin up / spin down) = 0.49 / 0.49 eV
Kohn-Sham gap (spin up / spin down) = 6.44 / 9.03 eV
HOMO energy (spin up / spin down) = -5.95 / -8.55 eV
largest force on an atom = 0.011 hartree/bohr
ΔE to the lowest compared entry with this formula, charge and spin = 21.5 kcal per mole

Geometry as ORCA input:
```
! RIJCOSX wB97M-V def2-TZVPD def2/J DEFGRID3
* xyz 0 2
O 0.225 3.133 -1.244
O 1.224 1.722 -2.652
N -0.605 -1.967 1.019
C -0.511 0.356 0.501
C 1.026 2.938 -2.100
C -0.437 -0.641 1.391
C -0.818 -3.024 1.871
H -0.838 -2.838 2.927
H 1.672 3.734 -2.508
H -0.812 0.080 -0.504
H -0.305 -0.534 2.464
H -0.276 1.380 0.718
H 1.873 1.811 -3.361
H -0.501 -2.144 0.034
H -0.917 -4.007 1.445
*
```

Atomic partial charges in e from the Mulliken method, atoms 1 to 2: atom 1 (O): -0.41, atom 2 (O): -0.39

---

This record from the Open Molecules 2025 dataset describes a gas-phase ion, C4H8NO2 (charge +1) in a non-equilibrium geometry. The level of theory is ωB97M-V/def2-TZVPD.

Values from the calculation:
SMILES = C=[NH+]C/C(O)=C\O
LUMO = -4.92 eV
Kohn-Sham gap = 7.48 eV
HOMO energy = -12.40 eV
largest force on an atom = 0.109 hartree/bohr
ΔE to the lowest compared entry with this formula, charge and spin = 60.2 kcal per mole

Geometry as ORCA input:
```
! RIJCOSX wB97M-V def2-TZVPD def2/J DEFGRID3
* xyz 1 1
O -0.755 1.543 0.219
O 0.503 -0.354 -2.648
N 0.254 -0.844 1.348
C -0.431 -0.844 0.110
C -0.005 0.636 -1.906
C 0.150 -0.025 2.325
C -0.373 0.511 -0.588
H -0.542 0.818 2.229
H 0.008 -1.443 -0.683
H -0.230 1.540 -2.409
H 0.935 -0.025 3.038
H -1.495 -1.117 0.405
H -0.183 2.312 0.034
H 0.695 -0.091 -3.611
H 1.077 -1.547 1.587
*
```

Atomic partial charges in e from the Mulliken method, atoms 1 to 2: atom 1 (O): -0.53, atom 2 (O): -0.50

---

This record from the Open Molecules 2025 dataset describes a gas-phase ion, C4H8NO2 (charge +1) in a non-equilibrium geometry. The level of theory is ωB97M-V/def2-TZVPD.

Values from the calculation:
LUMO = -3.72 eV
Kohn-Sham gap = 10.74 eV
HOMO energy = -14.46 eV
largest force on an atom = 0.098 hartree/bohr
ΔE to the lowest compared entry with this formula, charge and spin = 86.6 kcal per mole

Geometry as ORCA input:
```
! RIJCOSX wB97M-V def2-TZVPD def2/J DEFGRID3
* xyz 1 1
O 2.621 2.033 0.047
O 0.557 1.769 0.926
N -0.519 -0.096 -0.369
C -0.918 -1.482 -0.033
C 0.801 -0.077 -0.963
C -0.453 0.783 0.999
C 1.558 1.562 0.129
H -1.422 1.118 1.071
H -0.231 0.202 1.910
H -1.328 0.315 -0.936
H 0.826 0.437 -1.992
H 1.487 -0.994 -1.029
H -1.451 -2.170 -0.865
H 0.039 -1.978 0.241
H -1.568 -1.422 0.864
*
```

Atomic partial charges in e from the Mulliken method, atoms 1 to 2: atom 1 (O): -0.32, atom 2 (O): -0.23

---

This record from the Open Molecules 2025 dataset describes 2 unconnected molecules or ions with the total composition C4H8NO2 in a non-equilibrium geometry. The level of theory is ωB97M-V/def2-TZVPD.

Values from the calculation:
LUMO (spin up / spin down) = -4.76 / -4.58 eV
Kohn-Sham gap (spin up / spin down) = 9.69 / 8.67 eV
HOMO energy (spin up / spin down) = -14.45 / -13.25 eV
largest force on an atom = 0.084 hartree/bohr
ΔE to the lowest compared entry with this formula, charge and spin = 154.2 kcal per mole

Geometry as ORCA input:
```
! RIJCOSX wB97M-V def2-TZVPD def2/J DEFGRID3
* xyz 1 1
O 1.839 -0.245 -0.364
O 1.148 1.889 0.246
N -0.277 0.103 0.526
C 0.090 -1.292 0.427
C 0.861 0.682 -0.244
C -1.709 0.378 -0.073
C 1.338 -1.514 -0.101
H -0.586 -2.000 0.876
H -1.698 0.865 -1.107
H -0.242 0.512 1.418
H 2.071 -2.338 -0.191
H -2.243 1.117 0.671
H 2.088 1.945 0.360
H -0.278 0.393 -2.323
H -2.403 -0.494 -0.122
*
```

Atomic partial charges in e from the Mulliken method, atoms 1 to 2: atom 1 (O): -0.26, atom 2 (O): -0.42

---

This record from the Open Molecules 2025 dataset describes a gas-phase ion, C4H8NO2 (charge +1) in a non-equilibrium geometry. The level of theory is ωB97M-V/def2-TZVPD.

Values from the calculation:
SMILES = C[C@@]1(O)C(=O)[C@@H]1[NH3+]
LUMO = -4.63 eV
Kohn-Sham gap = 9.60 eV
HOMO energy = -14.23 eV
largest force on an atom = 0.057 hartree/bohr
ΔE to the lowest compared entry with this formula, charge and spin = 78.1 kcal per mole

Geometry as ORCA input:
```
! RIJCOSX wB97M-V def2-TZVPD def2/J DEFGRID3
* xyz 1 1
O -2.381 -0.688 0.457
O 0.333 -0.303 -1.521
N -0.755 1.895 -0.245
C -1.211 -0.470 0.325
C 0.180 -0.603 -0.158
C 1.210 -1.503 0.400
C -0.334 0.645 0.662
H 1.661 -1.176 1.404
H 2.042 -1.758 -0.329
H -0.910 1.493 -1.157
H 1.135 -0.776 -1.802
H 0.853 -2.481 0.661
H 0.030 0.787 1.653
H -1.659 2.215 -0.037
H -0.194 2.723 -0.312
*
```

Atomic partial charges in e from the Mulliken method, atoms 1 to 2: atom 1 (O): -0.44, atom 2 (O): -0.50

---

This record from the Open Molecules 2025 dataset describes a gas-phase ion, C4H8NO2 (charge +1) in a non-equilibrium geometry. The level of theory is ωB97M-V/def2-TZVPD.

Values from the calculation:
LUMO = -6.44 eV
Kohn-Sham gap = 9.24 eV
HOMO energy = -15.69 eV
largest force on an atom = 0.081 hartree/bohr
ΔE to the lowest compared entry with this formula, charge and spin = 120.3 kcal per mole

Geometry as ORCA input:
```
! RIJCOSX wB97M-V def2-TZVPD def2/J DEFGRID3
* xyz 1 1
O -0.897 -1.484 0.566
O -0.183 2.024 -0.154
N -1.951 -0.967 0.176
C 1.748 -0.988 0.190
C -0.280 0.627 -0.344
C 0.582 -0.221 0.621
C -1.844 0.310 -0.326
H 1.433 -1.798 -0.451
H 2.330 -0.421 -0.469
H 2.430 -1.347 0.960
H 0.466 0.140 1.577
H -0.005 0.397 -1.367
H -2.320 0.473 -1.289
H 0.758 2.272 -0.109
H -2.267 0.985 0.419
*
```

Atomic partial charges in e from the Mulliken method, atoms 1 to 2: atom 1 (O): -0.14, atom 2 (O): -0.51

---

This record from the Open Molecules 2025 dataset describes a gas-phase ion, C4H8NO2 (charge +1) in a non-equilibrium geometry. The level of theory is ωB97M-V/def2-TZVPD.

Values from the calculation:
LUMO (spin up / spin down) = -6.34 / -6.34 eV
Kohn-Sham gap (spin up / spin down) = 8.41 / 8.41 eV
HOMO energy (spin up / spin down) = -14.75 / -14.76 eV
largest force on an atom = 0.064 hartree/bohr
ΔE to the lowest compared entry with this formula, charge and spin = 148.6 kcal per mole

Geometry as ORCA input:
```
! RIJCOSX wB97M-V def2-TZVPD def2/J DEFGRID3
* xyz 1 1
O 1.594 1.423 0.534
O -2.425 -0.178 0.119
N -1.426 0.411 0.447
C -0.103 -1.867 0.044
C 0.452 -0.617 0.551
C -0.761 1.304 -0.394
C 0.795 0.599 -0.275
H 2.342 1.962 0.112
H -0.452 -1.756 -0.936
H -0.491 2.206 0.066
H 1.052 0.641 -1.278
H -0.820 -2.529 0.571
H 0.652 -2.649 0.103
H 0.982 -0.573 1.566
H -1.392 1.622 -1.228
*
```

Atomic partial charges in e from the Mulliken method, atoms 1 to 2: atom 1 (O): -0.55, atom 2 (O): -0.28

---

This record from the Open Molecules 2025 dataset describes a gas-phase ion, C4H8NO2 (charge +1) in a non-equilibrium geometry. The level of theory is ωB97M-V/def2-TZVPD.

Values from the calculation:
LUMO (spin up / spin down) = -2.84 / -8.92 eV
Kohn-Sham gap (spin up / spin down) = 12.24 / 7.30 eV
HOMO energy (spin up / spin down) = -15.08 / -16.22 eV
largest force on an atom = 0.128 hartree/bohr
ΔE to the lowest compared entry with this formula, charge and spin = 56.4 kcal per mole

Geometry as ORCA input:
```
! RIJCOSX wB97M-V def2-TZVPD def2/J DEFGRID3
* xyz 1 3
O -1.459 -1.119 1.003
O -0.293 1.103 -0.524
N -0.289 -1.024 0.631
C 1.395 -0.628 -0.555
C -1.191 1.982 0.084
C 0.434 -1.826 -0.171
C 0.422 0.277 0.239
H 2.351 -0.743 -0.019
H -0.756 2.900 0.356
H -1.888 2.292 -0.667
H 1.335 -0.455 -1.646
H 0.902 -2.748 0.380
H -1.666 1.544 0.861
H 0.900 0.642 1.109
H -0.196 -2.197 -1.082
*
```

Atomic partial charges in e from the Mulliken method, atoms 1 to 2: atom 1 (O): -0.23, atom 2 (O): -0.26